(one)
Here is a cluster of 2 separate species, C2H6O2 in total from the OMol25 dataset. Energies are from the ωB97M-V functional and the def2-TZVPD basis.

As for the gap between HOMO and LUMO: 10.848 eV. For the HOMO energy, the calculation gives -0.375 Eh. The LUMO energy comes out at 0.63 eV.

Each line ends with the natural charge from an NBO analysis.
Element x y z (Å)
C: 0.44872 -1.99044 -0.72343  -0.252
O: 1.44744 -1.76642 0.30387  -0.745
H: 0.93646 -1.75906 -1.66654  0.179
H: 0.06570 -2.98436 -0.54498  0.180
H: -0.31556 -1.21834 -0.61286  0.170
H: 1.24274 -1.00849 0.84160  0.467
O: -0.26634 2.13890 -0.23308  -0.491
C: -0.94653 2.68073 0.59351  0.286
H: -1.99983 2.39792 0.80443  0.101
H: -0.61280 3.50957 1.23748  0.105

=====

(two)
Here is a cluster of 2 separate species, C2H6O2 in total from the OMol25 dataset. Energies are from the ωB97M-V functional and the def2-TZVPD basis.

As for the gap between HOMO and LUMO: 11.201 eV. For the HOMO energy, the calculation gives -0.378 Eh. The LUMO energy comes out at 0.91 eV.

Each line ends with the natural charge from an NBO analysis.
Element x y z (Å)
C: 1.55890 -0.69687 -0.12713  -0.253
O: 2.13597 0.60778 -0.12724  -0.724
H: 1.97645 -1.33428 0.64832  0.168
H: 0.48302 -0.56248 -0.03000  0.189
H: 1.67485 -1.17923 -1.10679  0.157
H: 3.08994 0.50301 -0.10192  0.462
O: -2.09459 -0.47823 0.44978  -0.496
C: -2.11575 0.54525 -0.17479  0.279
H: -3.04135 1.13575 -0.30101  0.108
H: -1.22385 0.91900 -0.70939  0.111

=====

(three)
Here is an isolated molecule of C2H6O2 from the OMol25 dataset. Energies are from the ωB97M-V functional and the def2-TZVPD basis.

As for the gap between HOMO and LUMO: 10.895 eV. For the HOMO energy, the calculation gives -0.370 Eh. The LUMO energy comes out at 0.84 eV.

Each line ends with the natural charge from an NBO analysis.
Element x y z (Å)
C: -0.67610 0.57784 -0.33543  -0.094
C: 0.73868 0.55270 0.32756  -0.088
H: -1.69329 -0.45893 1.00647  0.469
H: -0.53887 0.49808 -1.44972  0.190
H: -1.17506 1.55439 -0.10261  0.162
H: 0.65625 0.58724 1.41401  0.151
H: 1.34121 1.44905 0.05376  0.180
H: 0.86291 -1.32640 -0.03536  0.473
O: -1.39706 -0.57348 0.07942  -0.730
O: 1.41848 -0.56235 -0.18434  -0.714

=====

Need the numbers? Relative energies in kJ/mol: (one) 95.0; (two) 77.4; (three) 0.0.

=====

(one)
Here is a cluster of 2 separate species, C2H6N2O3 in total from the OMol25 dataset. Energies are from the ωB97M-V functional and the def2-TZVPD basis.

As for the gap between HOMO and LUMO: 9.059 eV. For the HOMO energy, the calculation gives -0.331 Eh. The LUMO energy comes out at 0.04 eV.

Each line ends with the natural charge from an NBO analysis.
Element x y z (Å)
C: 0.20466 0.58320 -1.10511  0.948
O: 1.19267 1.50394 -1.03665  -0.672
O: 0.66802 -0.50892 -1.74890  -0.711
O: -1.00846 0.92811 -1.20320  -0.613
H: 1.92874 1.12264 -1.54680  0.501
H: 0.05433 -1.22912 -1.48177  0.524
N: -1.16637 0.42112 1.20836  -0.789
C: -0.03457 -0.37999 1.06416  0.209
N: -0.23168 -1.65015 0.80607  -0.739
H: -1.96826 0.07311 0.68690  0.419
H: -1.03777 1.35551 1.58691  0.402
H: 0.57420 -2.19829 1.12007  0.346
H: 0.82449 -0.02115 1.64997  0.175

=====

(two)
Here is a structure of composition C2H6N2O3 from the OMol25 dataset. Energies are from the ωB97M-V functional and the def2-TZVPD basis.

As for the gap between HOMO and LUMO: 9.787 eV. For the HOMO energy, the calculation gives -0.343 Eh. The LUMO energy comes out at 0.46 eV.

Each line ends with the natural charge from an NBO analysis.
Element x y z (Å)
C: -1.56181 -0.24198 0.88066  -0.439
C: 1.84452 0.24931 -0.83680  0.922
N: -0.42483 -0.03080 0.00527  -0.191
N: 0.43014 -0.87444 -0.11406  -0.136
O: 2.72771 -0.19185 0.23752  -0.743
O: 2.09442 -0.29851 -1.98304  -0.701
O: 1.27673 1.37937 -0.80359  -0.751
H: -1.17113 -0.45464 1.86377  0.228
H: -2.08269 -1.07865 0.56645  0.219
H: -2.13427 0.67063 0.77487  0.205
H: 3.22410 0.62997 0.37381  0.482
H: 2.23548 -1.25499 -2.02126  0.504
H: -0.22103 1.00633 -0.33752  0.400

=====

Need the numbers? Relative energies in kJ/mol: (one) 0.0; (two) 122.3.

=====

(one)
Here is a cluster of 2 separate species, C2H6N2O3 in total from the OMol25 dataset. Energies are from the ωB97M-V functional and the def2-TZVPD basis.

As for the gap between HOMO and LUMO: 8.948 eV. For the HOMO energy, the calculation gives -0.305 Eh. The LUMO energy comes out at 0.65 eV.

Each line ends with the natural charge from an NBO analysis.
Element x y z (Å)
C: -1.19831 -1.22470 -0.48889  -0.451
C: 1.49672 1.80767 0.72675  1.000
N: -0.38777 -0.06773 -0.18133  -0.194
N: 0.56166 0.30123 -0.77459  -0.246
O: 2.65039 1.15931 1.06745  -0.707
O: 1.73815 2.49862 -0.40644  -0.668
O: 0.51423 1.86031 1.44850  -0.683
H: -0.82471 -1.82787 -1.28810  0.225
H: -2.19506 -1.01542 -0.69373  0.209
H: -1.22610 -1.72553 0.55620  0.198
H: 2.33164 0.66133 1.89528  0.499
H: 2.44306 2.05516 -0.81018  0.491
H: -0.80038 0.39202 0.62363  0.327

=====

(two)
Here is a cluster of 2 separate species, C2H6N2O3 in total from the OMol25 dataset. Energies are from the ωB97M-V functional and the def2-TZVPD basis.

As for the gap between HOMO and LUMO: 10.232 eV. For the HOMO energy, the calculation gives -0.369 Eh. The LUMO energy comes out at 0.19 eV.

Each line ends with the natural charge from an NBO analysis.
Element x y z (Å)
C: -1.33196 -1.56379 -0.56058  -0.499
C: 1.01884 2.25339 0.24461  0.988
N: -0.83332 -1.90056 0.76315  -0.066
N: 0.24479 -1.37900 0.96300  -0.384
O: 0.27228 1.11032 0.02768  -0.788
O: 1.40468 2.76903 -0.96094  -0.685
O: 1.35313 2.71462 1.27463  -0.580
H: -1.09363 -2.45633 -1.17801  0.231
H: -0.95951 -0.56406 -0.94443  0.232
H: -2.43857 -1.65085 -0.46504  0.216
H: 0.38462 0.32660 0.62631  0.508
H: 0.70491 -1.72632 1.82083  0.334
H: 1.27376 2.06694 -1.61120  0.493

=====

(three)
Here is a cluster of 2 separate species, C2H6N2O3 in total from the OMol25 dataset. Energies are from the ωB97M-V functional and the def2-TZVPD basis.

As for the gap between HOMO and LUMO: 8.122 eV. For the HOMO energy, the calculation gives -0.308 Eh. The LUMO energy comes out at -0.26 eV.

Each line ends with the natural charge from an NBO analysis.
Element x y z (Å)
C: -1.27559 -0.63238 0.21527  -0.114
C: 0.09358 -0.05338 0.18113  0.326
H: -3.24069 -0.09682 -0.25273  0.484
H: -1.58982 -1.03954 1.17239  0.194
H: -1.16427 -1.58550 -0.43501  0.214
H: -0.46353 1.91406 0.04732  0.395
H: 2.18042 0.96762 -0.17506  0.501
H: 2.73013 -1.33813 -0.97771  0.476
N: 0.23977 1.32116 0.36141  -0.308
N: 0.98049 -0.99453 -0.05400  -0.282
O: -2.27205 0.40138 -0.17657  -0.741
O: 1.43987 1.88266 -0.09052  -0.589
O: 2.34169 -0.74659 0.18409  -0.555

=====

Need the numbers? Relative energies in kJ/mol: (one) 114.6; (two) 0.0; (three) 552.6.